The following is a DFT calculation (ωB97M-V with the def2-TZVPD basis set) of C14H24NO4P in the gas phase in a non-equilibrium geometry.

The geometry in XYZ format:
```
44
Properties=species:S:1:pos:R:3:forces:R:3:mulliken_charge:R:1
C -4.15345 -0.96261 0.38923 0.21 0.17 -0.16 -1.46
C -3.71922 0.34049 -0.27528 -0.03 -0.02 0.21 1.06
C -4.92277 1.10589 -0.81756 0.33 -0.08 0.08 -1.64
C -2.95613 1.21750 0.71913 -0.55 0.15 -0.43 -0.89
O -1.78037 0.57854 1.20733 0.91 -0.23 -0.10 -0.39
P -0.41892 0.56328 0.35517 -0.33 -0.10 1.20 1.31
O -0.60195 0.45522 -1.09862 0.10 0.20 -0.25 -0.80
O 0.38517 -0.60225 1.07399 -0.20 0.87 -0.13 -0.40
C 0.40690 -1.91888 0.52338 0.26 -0.74 -0.08 -0.94
C 1.84080 -2.31180 0.16024 -0.21 0.03 -0.11 0.99
C 2.26783 -1.62360 -1.13209 0.00 0.05 0.32 -1.14
C 1.95252 -3.82865 0.02994 -0.04 0.32 0.16 -1.73
C 0.49873 2.11312 0.81091 -0.38 -0.95 0.02 -0.48
O -0.14634 3.12870 0.09157 -0.06 0.44 -0.38 -0.64
C 1.93754 1.89053 0.47319 0.48 0.14 -0.10 0.29
C 2.48220 2.25396 -0.75182 0.00 -0.02 0.20 -0.35
C 3.80463 1.93526 -1.01935 -0.07 -0.01 0.06 -0.39
C 4.52786 1.25519 -0.05345 0.08 0.10 -0.31 -0.43
N 4.02017 0.90819 1.11866 0.30 -0.27 0.37 -0.65
C 2.76543 1.21985 1.37283 -0.29 0.21 -0.12 -0.03
H -4.62337 -1.62112 -0.33707 -0.07 -0.10 -0.03 0.42
H -3.29169 -1.47250 0.81349 0.02 -0.13 0.07 0.29
H -4.86503 -0.76215 1.18800 -0.11 -0.01 0.13 0.34
H -3.03710 0.10927 -1.09801 -0.02 0.06 0.03 0.22
H -5.60116 1.37011 -0.00886 -0.15 0.05 0.09 0.34
H -4.60742 2.01939 -1.31563 -0.03 0.14 -0.09 0.41
H -5.46376 0.49292 -1.53358 -0.10 -0.02 -0.07 0.41
H -2.69732 2.17334 0.25572 -0.02 0.01 0.07 0.35
H -3.56725 1.40757 1.60729 0.02 0.04 -0.11 0.42
H 0.00499 -2.58956 1.28883 0.00 0.08 -0.06 0.36
H -0.23330 -1.95794 -0.36321 0.01 -0.07 0.04 0.42
H 2.48820 -1.96869 0.97395 -0.05 -0.03 0.02 0.16
H 2.07755 -0.55512 -1.07094 0.04 0.13 -0.10 0.10
H 1.70647 -2.02101 -1.97489 -0.07 -0.03 -0.14 0.38
H 3.32893 -1.77526 -1.31390 0.11 -0.01 -0.07 0.39
H 1.27634 -4.19271 -0.74046 -0.07 -0.11 -0.12 0.36
H 2.96719 -4.10487 -0.24388 0.08 -0.08 -0.05 0.42
H 1.70375 -4.31839 0.96821 -0.02 -0.13 0.09 0.43
H 0.37365 2.33928 1.87167 0.00 -0.13 -0.04 0.58
H -0.22715 2.82582 -0.82487 -0.09 0.06 0.02 0.44
H 1.89059 2.78409 -1.48430 -0.04 0.03 -0.04 0.32
H 4.25718 2.20520 -1.96071 0.07 0.01 -0.07 0.40
H 5.56002 0.97523 -0.21620 0.09 0.02 -0.11 0.38
H 2.38906 0.91916 2.34198 -0.11 -0.02 0.09 0.39
```
Forces are in eV/Å.

multiplicity: 1
maximum force: 1.3 eV/A
SMILES string: CC(C)COP(=O)(OCC(C)C)[C@H](O)c1cccnc1
energy above the lowest of the compared OMol25 structures with the same formula, charge and spin: 7.8 kcal/mol